Entry from the Open Molecules 2025 dataset: 2 unconnected molecules or ions with the total composition C2H2BrN3 at a distorted geometry (ωB97M-V/def2-TZVPD).

Structure (XYZ):
```
8
Properties=species:S:1:pos:R:3:forces:R:3
C -1.071 -1.946 0.035 -1.5 4.5 -0.2
C -1.251 0.365 0.432 -0.2 1.5 0.9
N -0.753 -3.015 0.144 1.2 -4.4 0.4
N -1.406 -0.691 -0.145 -0.5 -1.0 -0.9
N -1.126 1.434 0.916 -0.3 1.5 0.3
Br 1.930 -0.656 -0.094 -0.6 -0.8 0.0
H -1.465 2.386 1.174 0.5 -2.0 -0.5
H 0.868 -1.698 -0.101 1.3 0.7 0.0
```
Forces are in eV/Å.

## Properties
Energy relative to the best compared isomer or geometry (same formula, charge and spin), kJ/mol: 118.3
F_max, eV Å⁻¹: 4.73
Orbital gap, eV: 10.980
E_HOMO, hartree: -0.3887
Molecular weight, g mol⁻¹: 148.0
E, Eh: -2815.6335

Entry from the Open Molecules 2025 dataset: 2 unconnected molecules or ions with the total composition C2H2BrN3 at a distorted geometry (ωB97M-V/def2-TZVPD).

Structure (XYZ):
```
8
Properties=species:S:1:pos:R:3:forces:R:3
C -0.908 1.721 1.428 0.4 -0.7 -1.1
C -0.314 0.544 -0.655 0.4 0.2 1.0
N -1.323 2.380 2.276 -0.1 0.0 0.1
N -0.096 0.153 -1.765 -1.6 4.3 1.9
N -0.323 0.971 0.496 -0.3 0.3 -0.2
Br 0.895 -2.894 -0.311 1.4 0.9 1.4
H 0.185 -0.665 -2.102 1.2 -4.0 -1.6
H 1.884 -2.209 0.634 -1.4 -1.0 -1.4
```
Forces are in eV/Å.

## Properties
Energy relative to the best compared isomer or geometry (same formula, charge and spin), kJ/mol: 127.0
F_max, eV Å⁻¹: 4.94
Orbital gap, eV: 10.391
E_HOMO, hartree: -0.3827
Molecular weight, g mol⁻¹: 148.0
E, Eh: -2815.6301

Entry from the Open Molecules 2025 dataset: a single C2H2BrN3O molecule at a distorted geometry (ωB97M-V/def2-TZVPD).

Structure (XYZ):
```
9
Properties=species:S:1:pos:R:3:forces:R:3
C -0.715 0.853 -0.864 2.8 -0.3 3.2
C 0.537 0.438 0.351 1.2 1.4 -2.6
N -1.299 -0.386 -1.079 -0.5 0.1 -0.6
N -0.738 -1.291 -0.396 0.1 -0.6 0.0
N 0.292 -0.923 0.334 -0.8 -1.3 -0.3
O -0.957 1.972 -1.129 -0.5 0.0 -0.8
Br 1.002 -2.245 1.414 0.0 0.3 -0.1
H 1.643 0.678 0.117 -1.9 -0.2 0.1
H 0.236 0.905 1.251 -0.3 0.6 1.0
```
Forces are in eV/Å.

## Properties
Energy relative to the best compared isomer or geometry (same formula, charge and spin), kJ/mol: 17.9
F_max, eV Å⁻¹: 4.28
Orbital gap, eV: 9.279
E_HOMO, hartree: -0.3626
Molecular weight, g mol⁻¹: 164.0
E, Eh: -2890.8168

Entry from the Open Molecules 2025 dataset: a molecular structure, C2H2CdFO2 at a distorted geometry (ωB97M-V/def2-TZVPD).

Structure (XYZ):
```
8
Properties=species:S:1:pos:R:3:forces:R:3
H -1.414 -0.707 -0.054 1.6 -3.9 -1.1
O 0.217 1.647 0.205 -2.3 -0.3 0.1
C -0.539 0.732 -0.072 5.9 3.2 -0.5
C -0.203 -0.704 0.282 -5.1 1.0 2.1
O 1.011 -1.075 -0.065 -2.1 -1.8 -1.0
F -1.229 0.886 -1.262 -0.6 0.0 0.7
H -0.496 -0.937 1.330 0.6 0.6 0.1
Cd 2.653 0.157 -0.364 2.0 1.1 -0.4
```
Forces are in eV/Å.

## Properties
Total charge: -1
F_max, eV Å⁻¹: 6.72
Orbital gap, eV: 5.857
E_HOMO, hartree: -0.0768
Molecular weight, g mol⁻¹: 189.4
E, Eh: -495.4170

Entry from the Open Molecules 2025 dataset: a single C2H2Cl2F2N2 molecule at a distorted geometry (ωB97M-V/def2-TZVPD).

Structure (XYZ):
```
10
Properties=species:S:1:pos:R:3:forces:R:3
C -0.140 0.283 0.242 1.0 -0.7 3.4
C -0.300 0.303 -1.234 -2.0 3.1 -0.5
N -0.532 1.284 0.936 0.8 -0.7 1.1
N 0.488 -0.856 0.814 -0.3 -0.2 -0.8
F 0.705 -0.234 -1.947 -0.2 0.9 0.1
F -1.464 -0.291 -1.639 0.4 -0.3 0.2
Cl 0.765 -2.230 -0.136 0.0 -0.4 0.1
Cl 1.350 -0.922 2.262 -0.3 0.6 0.1
H -0.526 1.472 -1.303 1.1 -2.2 -1.0
H -0.346 1.190 2.005 -0.4 -0.1 -2.5
```
Forces are in eV/Å.

## Properties
Energy relative to the best compared isomer or geometry (same formula, charge and spin), kJ/mol: 0.0
F_max, eV Å⁻¹: 3.72
Orbital gap, eV: 9.320
E_HOMO, hartree: -0.3502
Molecular weight, g mol⁻¹: 163.0
E, Eh: -1306.9213

Entry from the Open Molecules 2025 dataset: 2 unconnected molecules or ions with the total composition C2H2Cl2F3PS at a distorted geometry (ωB97M-V/def2-TZVPD).

Structure (XYZ):
```
11
Properties=species:S:1:pos:R:3:forces:R:3
C 1.367 -0.712 -0.232 -1.5 0.6 1.4
C -1.410 0.153 0.516 0.0 -1.3 -0.3
F -0.878 0.018 1.699 0.4 0.1 1.1
F -2.104 -0.989 0.264 0.3 0.6 -0.2
F -2.226 1.156 0.467 -0.9 1.0 0.1
P -0.043 0.399 -0.741 1.1 0.0 -0.1
S -0.692 0.285 -2.531 0.5 0.5 0.7
Cl 0.682 -2.371 -0.216 0.8 0.8 0.0
Cl 1.226 2.955 0.914 -0.8 -1.6 -1.1
H 1.876 -0.377 0.672 -1.2 -0.3 1.0
H 2.201 -0.519 -0.810 1.3 -0.3 -2.6
```
Forces are in eV/Å.

## Properties
Energy relative to the best compared isomer or geometry (same formula, charge and spin), kJ/mol: 333.1
F_max, eV Å⁻¹: 2.87
Orbital gap (spin up / spin down), eV: 5.887 / 6.123
E_HOMO (spin up / spin down), hartree: -0.3533 / -0.3602
Molecular weight, g mol⁻¹: 217.0
E, Eh: -2036.8586

Entry from the Open Molecules 2025 dataset: a molecular structure, C2H2Cl2I2 at a distorted geometry (ωB97M-V/def2-TZVPD).

Structure (XYZ):
```
8
Properties=species:S:1:pos:R:3:forces:R:3
C 0.830 0.042 -1.434 0.5 0.0 0.7
C -0.531 -0.338 1.166 -0.5 0.9 -0.2
Cl 0.055 1.405 -1.812 -1.1 2.8 -1.7
Cl -1.586 -1.646 0.701 0.3 0.7 0.2
I 0.734 -0.755 2.798 -0.4 0.2 -0.5
I -1.365 1.708 0.995 0.2 -1.7 1.0
H 0.109 -0.722 -1.454 0.4 -1.8 0.3
H 1.754 0.307 -0.959 0.4 -1.3 0.2
```
Forces are in eV/Å.

## Properties
Energy relative to the best compared isomer or geometry (same formula, charge and spin), kJ/mol: 405.4
F_max, eV Å⁻¹: 3.51
Orbital gap (spin up / spin down), eV: 7.561 / 6.755
E_HOMO (spin up / spin down), hartree: -0.3112 / -0.2974
Molecular weight, g mol⁻¹: 350.8
E, Eh: -1593.0126

Entry from the Open Molecules 2025 dataset: a single C2H2Cl2O2 molecule at a distorted geometry (ωB97M-V/def2-TZVPD).

Structure (XYZ):
```
8
Properties=species:S:1:pos:R:3:forces:R:3
C -0.319 -0.511 -0.150 -1.8 4.7 5.5
C -0.751 0.626 1.174 1.7 -2.9 -2.8
O 1.056 0.052 -2.014 1.3 -0.1 -2.0
O 0.806 -0.278 -0.522 3.4 -1.1 0.2
Cl -2.175 0.276 1.989 -0.9 -0.2 0.4
Cl 0.570 0.996 2.229 -0.1 0.2 -0.4
H -1.193 -0.882 -0.537 -1.6 -1.2 -1.7
H 2.006 -0.281 -2.170 -1.9 0.5 0.8
```
Forces are in eV/Å.

## Properties
Energy relative to the best compared isomer or geometry (same formula, charge and spin), kJ/mol: 746.2
F_max, eV Å⁻¹: 7.47
Orbital gap (spin up / spin down), eV: 7.817 / 7.800
E_HOMO (spin up / spin down), hartree: -0.3140 / -0.3154
Molecular weight, g mol⁻¹: 128.9
E, Eh: -1148.0221

Entry from the Open Molecules 2025 dataset: 2 unconnected molecules or ions with the total composition C2H2Cl2O2 at a distorted geometry (ωB97M-V/def2-TZVPD).

Structure (XYZ):
```
8
Properties=species:S:1:pos:R:3:forces:R:3
C 1.155 0.290 -0.182 -2.9 0.5 -1.0
C -1.593 -0.274 0.150 0.8 -1.9 2.9
O 1.160 0.195 0.945 0.7 -0.3 0.2
O -0.849 -0.151 -0.852 3.6 0.9 -1.9
Cl -2.706 1.092 0.389 -0.2 0.6 0.5
Cl -2.756 -1.779 -0.062 0.7 0.4 0.3
H 1.599 0.767 -1.085 -0.3 -0.8 0.5
H -0.895 -0.506 1.121 -2.3 0.5 -1.4
```
Forces are in eV/Å.

## Properties
Energy relative to the best compared isomer or geometry (same formula, charge and spin), kJ/mol: 384.3
F_max, eV Å⁻¹: 4.12
Orbital gap, eV: 8.254
E_HOMO, hartree: -0.3632
Molecular weight, g mol⁻¹: 128.9
E, Eh: -1148.1599

Entry from the Open Molecules 2025 dataset: a molecular structure, C2H2Cl2OS at a distorted geometry (ωB97M-V/def2-TZVPD).

Structure (XYZ):
```
8
Properties=species:S:1:pos:R:3:forces:R:3
C 1.337 0.239 0.817 -0.2 -0.8 -1.7
C -1.509 0.025 -0.265 1.8 0.1 -1.5
O 1.743 -0.318 -0.266 -1.3 -0.9 0.6
S -0.817 -1.055 -1.367 -1.2 0.9 1.0
Cl -2.041 -0.331 1.277 -0.5 -0.3 0.4
Cl -1.771 1.703 -0.716 0.0 -0.9 0.2
H 2.218 0.705 1.338 -0.1 -0.2 -0.5
H 0.840 -0.967 -0.819 1.7 2.1 1.5
```
Forces are in eV/Å.

## Properties
Energy relative to the best compared isomer or geometry (same formula, charge and spin), kJ/mol: 425.1
F_max, eV Å⁻¹: 3.07
Orbital gap (spin up / spin down), eV: 6.652 / 6.661
E_HOMO (spin up / spin down), hartree: -0.3054 / -0.3057
Molecular weight, g mol⁻¹: 145.0
E, Eh: -1471.0519